The following is a DFT calculation (ωB97M-V/def2-TZVPD) of C17H14ClNO2ReS2 as an isolated structure in a non-equilibrium geometry.

Last column: Mulliken charge in e.
Atoms and positions in Å:
C 2.548 -1.483 -2.653  -0.68
C 1.692 -2.597 -2.343  -0.41
C 1.929 -3.003 -1.004  -0.24
H 1.030 -3.106 -3.015  0.50
C 2.868 -2.109 -0.436  -0.97
C 3.290 -1.181 -1.463  -0.02
H 4.009 -0.367 -1.405  0.38
H 2.493 -0.843 -3.533  0.45
H 1.544 -3.900 -0.535  0.49
H 3.264 -2.246 0.556  0.49
Re 1.223 -0.917 -1.158  0.95
Cl -1.077 -0.230 -1.617  -0.47
C -2.489 -1.724 1.847  -0.39
C -1.214 -1.999 2.434  -0.50
C -0.601 -3.053 1.709  -0.38
H -0.774 -1.489 3.268  0.54
C -1.456 -3.365 0.586  -0.36
C -2.598 -2.523 0.664  -0.70
H -3.360 -2.428 -0.092  0.43
H -3.228 -1.011 2.202  0.47
H 0.401 -3.424 1.814  0.49
H -1.118 -3.973 -0.240  0.44
O -2.350 3.343 2.890  -0.61
S -2.236 2.403 1.802  1.09
O -3.388 1.807 1.180  -0.55
N -1.044 1.052 2.128  -0.55
C -0.088 1.118 1.267  0.53
S 1.106 -0.267 1.006  -0.41
C 0.061 2.332 0.462  0.33
C 1.015 2.733 -0.488  -0.49
C 0.763 3.884 -1.243  -0.59
C -0.397 4.625 -1.042  -0.60
C -1.330 4.238 -0.076  -0.54
C -1.114 3.068 0.620  0.23
H 1.945 2.152 -0.634  0.43
H 1.506 4.187 -1.970  0.39
H -0.600 5.495 -1.646  0.39
H -2.227 4.802 0.155  0.42

## Properties
* max |F|: 6.379 eV/A
* net charge: 0
* frontier orbital gap (spin up / spin down): 0.254 / 0.209 hartree
* calculated total energy: -59759.4711 eV
* 2S+1: 4
* <S²>: 3.783
* E_LUMO (spin up / spin down): -0.646 / -1.808 eV